Record 1
Computed, not measured: 12 unconnected molecules or ions with the total composition H24O12 at a distorted geometry, with wB97M-V/def2-TZVPD.

Results
* SMILES string: O.O.O.O.O.O.O.O.O.O.O.O
* spin multiplicity: 1
* electronic energy: -24959.8111 eV
* Kohn-Sham gap: 9.22 eV
* ΔE to the lowest compared entry with this formula, charge and spin: 43.43 kcal/mol

```
36
H24O12 (wB97M-V/def2-TZVPD)
H 13.4590 5.7970 -8.7580
H 9.9540 10.2940 -8.3490
H 9.7490 8.2370 -11.5750
O 9.5610 9.6860 -7.7860
H 12.5540 6.0450 -11.8270
H 11.6230 9.0200 -9.3760
O 12.7820 6.0740 -8.1350
H 12.9950 7.4580 -11.3660
O 11.9800 8.5610 -8.5970
H 8.1710 10.5160 -12.2380
H 6.9530 7.4390 -10.2510
H 11.2380 6.1740 -14.8600
H 11.0780 7.9380 -13.3480
H 9.3460 10.5390 -11.2310
H 11.5940 9.3530 -13.0260
O 9.0190 6.7300 -7.9460
H 10.3970 4.0940 -9.2820
O 9.7730 7.9790 -10.6410
O 8.6690 11.0970 -11.6260
H 9.0260 5.2020 -12.4970
H 9.5680 6.1110 -8.4050
H 10.6770 6.0810 -13.4240
H 12.9640 8.6290 -8.8120
H 9.1570 6.5280 -11.6290
O 8.9520 6.1810 -12.5290
H 11.4390 5.1220 -9.1070
H 6.3590 6.3900 -9.4330
H 10.5670 7.4490 -10.6210
H 12.3920 6.8910 -8.4000
O 10.5380 5.0090 -9.3500
H 8.3250 7.0290 -8.5450
O 10.7800 8.8380 -13.1340
O 11.4830 6.1770 -13.9200
H 9.7530 8.7910 -8.1490
O 12.3610 6.7420 -11.1660
O 6.8290 7.2150 -9.3430
```

=====

Record 2
Computed, not measured: 2 unconnected molecules or ions with the total composition C4H12 at a distorted geometry, with wB97M-V/def2-TZVPD.

Results
* SMILES string: CC.CC
* spin multiplicity: 1
* electronic energy: -4341.7362 eV
* Kohn-Sham gap: 12.56 eV
* ΔE to the lowest compared entry with this formula, charge and spin: 18.27 kcal/mol

```
16
C4H12 (wB97M-V/def2-TZVPD)
H -1.6898 0.8512 -1.5713
C 1.0321 1.2896 1.9304
H -0.5142 0.0872 -0.5502
H -2.4920 -1.1610 -2.0570
H 1.9636 -0.6953 2.3179
C 1.2147 -0.2515 1.6775
H -1.0479 -2.0472 -1.4118
H -0.0329 1.5576 1.9283
H -0.9151 -1.5875 -2.9427
H 1.6150 -0.2343 0.6612
H 1.4866 1.9129 1.1634
C -1.4126 -1.2202 -2.0352
H 1.3177 1.6134 2.9273
C -0.8563 0.1344 -1.5850
H -0.0837 0.6981 -2.0915
H 0.2033 -0.6282 1.5943
```

=====

Record 3
Computed, not measured: a molecular structure, C72H54Br4NO12P at a distorted geometry, with wB97M-V/def2-TZVPD.

Results
* spin multiplicity: 1
* electronic energy: -391059.2220 eV
* Kohn-Sham gap: 7.39 eV

```
144
C72H54Br4NO12P (wB97M-V/def2-TZVPD)
C -2.0939 2.5755 -7.9458
H 9.1492 -7.2528 3.1041
C 7.6138 -5.7488 3.0849
C -3.9346 1.1839 -6.1692
H -0.3129 -9.2378 -1.3436
H 6.9150 -6.3519 2.5168
H -3.0950 5.3674 2.8883
H 3.4923 -8.7927 0.5668
H -8.0776 4.8890 -3.5612
H 3.9029 4.0490 -0.4098
H 11.6977 -1.7260 6.9891
H -1.7593 1.2807 -10.2777
H -4.7145 5.2748 0.8373
C -0.7629 3.9764 4.1741
C -6.5155 2.2656 -2.0898
C 4.2006 3.8988 5.0362
C 2.4672 3.1758 3.3528
C 2.6994 -4.9660 1.9993
O -4.5817 3.2216 1.3386
Br 3.3672 1.4411 3.3627
C 1.6346 -9.1503 -0.4391
H 0.1755 -2.7121 1.7072
C -2.4171 0.7495 -9.6018
C 8.3080 -0.2493 5.8632
H 4.9684 3.3113 4.5109
H 0.5282 2.3315 4.1188
C -7.8317 3.8611 -3.3229
C 3.1114 -6.3176 1.5449
H -7.4438 -4.6510 -3.4172
H -1.8902 5.9176 -4.7529
H 3.8452 -2.4039 3.8923
H -0.4683 3.8370 5.2333
Br -0.3583 5.6843 1.2568
H -4.7718 -1.1535 -7.1987
C 7.7496 -2.3210 4.6093
C -8.9279 0.4064 -4.3253
O -0.5217 -4.7305 0.4005
C -2.3070 4.9621 -5.0470
H 2.0563 1.7252 0.9037
C -3.8130 -1.1499 -9.1152
Br 2.1705 5.8670 4.2067
C -6.7977 -0.1782 -2.4287
H 1.6420 2.2390 -1.5692
O 6.6804 -1.8621 4.2515
C 0.0104 2.9122 3.3253
O -4.6828 0.5905 -5.4167
C -2.4722 3.1644 -6.6354
C -2.9719 -0.4613 -9.9846
C 10.7487 -1.3139 6.6708
C -2.7097 1.2838 -8.3520
C -8.1883 1.5062 -3.6541
H 11.0245 0.5263 7.7320
H -5.2531 4.4467 2.8747
C -3.7443 3.0879 -4.5883
C -3.3710 2.5063 -5.7934
C -2.3149 3.7370 4.1758
H 3.9302 3.4672 6.0146
C 3.5459 -4.2364 2.8231
C -7.4922 -1.2769 -3.1507
C 9.9078 -2.0558 5.8489
C 10.3700 -0.0476 7.0877
H -1.2297 4.8966 -6.8990
O -9.8350 0.6486 -5.0973
C 1.4746 -4.4215 1.6050
H 3.5308 3.0851 1.0864
H -6.2888 -2.8109 -2.2507
C 1.2058 4.5324 1.4458
C -1.9348 4.3888 -6.2534
H -0.9382 -6.9563 -0.6474
C 0.3851 -8.6368 -0.7738
C 8.1460 -3.6955 4.2144
H 1.9122 -10.1487 -0.7543
C -3.2183 4.3147 -4.2171
H 4.6158 4.9098 5.2139
H -2.7022 4.3166 5.0406
C 8.6778 -1.5257 5.4537
H -10.0065 -1.8263 -5.3629
C -4.4694 3.6871 2.7206
C 1.1185 -3.1417 2.0188
O -4.4172 4.0814 -0.6948
H 6.2891 -4.0730 3.2144
C 1.9707 -2.4160 2.8370
H 8.8612 1.4805 6.9990
H -4.4501 2.5869 -3.9374
O 0.9550 2.9165 -1.4296
H -4.2386 -2.1004 -9.4126
C -8.5306 -0.9980 -4.0405
C -7.7535 -3.6266 -3.5849
C -8.8048 -3.3500 -4.4542
C 9.1523 0.4878 6.6778
H 10.7269 -5.8873 4.4214
C 10.3322 -3.4091 5.3972
H -2.5111 2.6721 4.3806
H -1.5649 2.1219 2.1329
C 7.2594 -4.4688 3.4781
H -0.8851 0.8106 -1.7057
H -4.6078 2.7826 3.3330
C -7.1028 -2.5932 -2.9303
H -2.7482 -0.8721 -10.9615
C -4.1131 -0.6187 -7.8712
C -4.5870 4.2324 0.4600
C -8.5074 2.8267 -3.9513
C 0.5385 -5.2040 0.7573
H -2.4548 3.9156 2.0238
C -3.5722 0.6042 -7.4895
H 7.3592 0.1672 5.5494
C 2.5231 -8.3891 0.3031
P 0.0111 2.4664 -0.1197
C -9.1921 -2.0395 -4.6822
H -1.6675 0.6137 -0.0595
C 2.2555 4.8550 0.6914
Br 2.2066 6.4105 -0.4752
C 3.5708 4.0885 0.6438
C 8.8674 -6.2556 3.4187
H -5.7405 2.0535 -1.3650
H -3.5162 4.7671 -3.2785
C 3.1823 -2.9671 3.2453
C 9.3932 -4.2099 4.5694
C 0.0323 -7.3554 -0.3815
O -5.9310 -0.4249 -1.6141
O 4.1982 -6.7727 1.8516
C 9.7552 -5.4888 4.1593
H -0.5089 5.0175 3.9355
H 0.0402 0.0388 -0.4207
H 4.4877 -4.6574 3.1416
C -7.1809 1.2258 -2.7287
H -9.3184 -4.1596 -4.9583
H -9.2798 3.0478 -4.6770
H 1.6913 -1.4261 3.1604
H -6.3182 4.3890 -1.8936
O 0.3393 -0.1591 2.1176
C -3.0184 4.2667 2.9049
C 2.9677 4.1130 4.1418
C -0.7370 0.8095 -0.6103
O -1.3016 3.1391 -8.6752
C -6.8398 3.5816 -2.3866
N -0.7793 1.8343 2.7133
C 1.1299 2.0775 1.3901
C 0.9225 -6.5850 0.3577
C 0.2308 1.0084 2.0957
H 4.3247 4.6697 1.2129
C 1.2564 3.3181 2.3986
C 2.1667 -7.1090 0.7138
O 11.4208 -3.8511 5.7051
```

=====

Record 4
Computed, not measured: a molecular structure, C18H27ClNO4P2Sr at a distorted geometry, with wB97M-V/def2-TZVPD.

Results
* charge: +1
* spin multiplicity: 1
* electronic energy: -60718.2450 eV
* Kohn-Sham gap: 7.78 eV

```
54
C18H27ClNO4P2Sr (wB97M-V/def2-TZVPD)
O 1.5070 -0.2592 2.4631
C 3.1547 0.9397 -2.9276
H -2.2205 -4.0760 0.2156
H 3.0050 -3.2674 -1.5845
Cl 0.1162 2.1026 8.6025
C -2.3090 -1.9717 -1.6776
N -0.7696 -0.0948 -2.2966
C -2.1218 0.1878 -4.7601
H -4.0140 -0.4289 1.2840
H 3.4036 3.0763 -0.6812
C -0.6796 1.6919 4.7137
C -0.8081 2.0974 6.0529
C 0.4054 0.8931 4.3217
C 1.2840 0.8643 6.5649
H 4.1985 -1.4204 0.3793
H -3.8934 -3.4456 0.3537
H -3.3823 -2.1485 -1.8788
C -2.4672 -0.7933 -3.8569
H 3.4398 1.8434 -3.4848
C -0.4451 0.8753 -3.1813
C -2.8561 -3.3037 0.6661
H 1.1891 2.0735 -3.8407
P 1.9235 1.4171 -1.6682
H 2.6736 0.2172 -3.5980
H -0.8686 1.9100 -5.0114
Sr 0.8390 -0.7579 0.1788
H 4.0254 0.4651 -2.4595
H -1.7085 -2.8946 -1.8168
C -3.9160 -0.9076 0.2988
H -4.0581 -0.1541 -0.4836
O 2.0318 -3.1359 -1.7698
H -2.7982 -3.3564 1.7628
H -4.6843 -1.6858 0.1953
H 0.2093 2.8121 -2.5024
C 0.1884 1.6683 6.9528
C -1.8219 -0.8829 -2.6239
H 1.7241 -3.9913 -2.1577
H -1.4163 1.9853 3.9613
H 2.1689 -0.1051 4.8152
C 0.6492 1.8790 -2.8947
H -3.2508 -1.5077 -4.0945
H 2.0710 0.5093 7.2140
C 0.4747 0.4196 2.8778
P -2.2427 -1.6434 0.1215
C -1.1257 1.0628 -4.3837
O 4.0661 -1.5522 -0.6129
H -2.6179 0.2808 -5.7133
C 1.3766 0.4960 5.2356
H 1.8129 3.7701 -1.1081
C 2.6205 3.1088 -1.4527
H 3.0430 3.4852 -2.3938
O -0.5137 0.7064 2.1310
H 5.0151 -1.7737 -0.8662
H -1.6270 2.7200 6.4187
```